Here is C6H11F in the gas phase at a distorted geometry from the Open Molecules 2025 dataset. Energies are from ωB97M-V/def2-TZVPD.

Structure (ORCA input):
```
! wB97M-V def2-TZVPD RIJCOSX def2/J DEFGRID3
* xyz 0 1
C 1.5234 -1.5774 -0.4623
C 1.3918 -0.3542 -0.0361
C 0.1774 0.5265 -0.4059
C 0.4974 1.9808 -0.5181
F -0.2781 0.0015 -1.5889
C -1.0099 0.3477 0.6753
C -1.5757 -1.1276 0.5728
H 2.4099 -2.2878 -0.1388
H 0.6785 -1.9197 -1.1230
H 2.1453 0.2327 0.6191
H -0.4961 2.4687 -0.4920
H 1.1947 2.1170 -1.4000
H 1.0593 2.3822 0.4087
H -0.7755 0.6478 1.7892
H -1.7839 0.9928 0.2663
H -1.3042 -1.6244 1.5708
H -1.0997 -1.6306 -0.3029
H -2.7545 -1.1760 0.5660
*
```

Values from the calculation:
Molecular weight in g/mol: 102.15
SMILES string: C=C[C@@](C)(F)CC
HOMO energy in eV: -9.96
LUMO in eV: 1.04
E in Ha: -335.0112

Here is a molecular structure, C18H20N2O4PdS from the Open Molecules 2025 dataset. Energies are from ωB97M-V/def2-TZVPD.

Structure (ORCA input):
```
! wB97M-V def2-TZVPD RIJCOSX def2/J DEFGRID3
* xyz 0 1
Pd -1.2180 1.8705 -0.9620
N -0.2985 0.3413 -2.4564
C -0.6585 0.8409 -3.7937
C -1.7665 1.8868 -3.6610
O -2.8171 1.8213 -4.2581
N -1.3919 2.9302 -2.8045
C -2.3160 3.4284 -1.9962
C -3.6222 -0.5017 -2.2666
O -4.1374 0.1472 -1.4568
O -3.1134 -1.1564 -3.0760
H -0.7991 -0.5137 -2.2208
H 0.6884 0.1242 -2.4145
H 0.2069 1.3421 -4.2274
H -0.9997 0.0559 -4.4678
H -2.1249 4.3951 -1.5443
H -3.3466 3.0781 -2.0455
O -1.5410 -1.6593 -0.6388
S -0.6114 -2.1850 0.4038
C 1.0498 -1.6486 -0.1018
C 2.1200 -2.1430 0.8300
C 2.2314 -3.4999 1.1265
C 3.2145 -3.9523 1.9942
C 4.1026 -3.0550 2.5696
C 4.0068 -1.7039 2.2690
C 3.0192 -1.2515 1.4066
C -0.7752 -1.1439 1.8952
C -0.6504 0.3330 1.6929
C 0.4271 1.0135 2.1956
C 0.4970 2.4187 2.1069
C -0.5447 3.1295 1.5831
C -1.6910 2.4614 1.0668
C -1.7070 1.0522 1.0568
H 1.0351 -0.5596 -0.1802
H 1.1512 -2.0821 -1.0996
H 1.5457 -4.2069 0.6748
H 3.2889 -5.0086 2.2169
H 4.8703 -3.4087 3.2451
H 4.7031 -0.9995 2.7055
H 2.9470 -0.1968 1.1702
H -0.0217 -1.5315 2.5845
H -1.7591 -1.4146 2.2831
H 1.2142 0.4707 2.7051
H 1.3585 2.9357 2.5097
H -0.5247 4.2119 1.5886
H -2.6164 3.0124 0.9598
H -2.6254 0.5216 0.8319
*
```

Values from the calculation:
Molecular weight in g/mol: 466.85
HOMO energy in eV: -7.60
LUMO in eV: 0.44
E in Ha: -1634.4593

Here is a molecular structure, C3H4OS at a distorted geometry from the Open Molecules 2025 dataset. Energies are from ωB97M-V/def2-TZVPD.

Structure (ORCA input):
```
! wB97M-V def2-TZVPD RIJCOSX def2/J DEFGRID3
* xyz 0 1
C -0.7228 -1.1623 0.4834
C -0.0658 -0.1427 0.0550
C 1.1485 0.7039 -0.0873
O -2.3849 0.2266 -1.2279
S -1.8590 0.1646 0.1213
H -0.3420 -2.5030 0.5872
H 0.7670 1.6138 0.4886
H 1.5973 0.8465 -1.0728
H 1.8617 0.2526 0.6525
*
```

Values from the calculation:
Molecular weight in g/mol: 88.13
HOMO energy in eV: -9.24
LUMO in eV: 0.68
E in Ha: -589.9869

Here is 14 unconnected molecules or ions with the total composition C5H38NO13S at a distorted geometry from the Open Molecules 2025 dataset. Energies are from ωB97M-V/def2-TZVPD.

Structure (ORCA input):
```
! wB97M-V def2-TZVPD RIJCOSX def2/J DEFGRID3
* xyz -1 1
C 2.8304 2.2818 0.5195
C 1.5499 3.0388 0.8212
S 1.1078 3.0732 2.6047
C 2.8476 0.8306 1.0552
N 2.1404 -0.0812 0.1181
C 2.6657 -1.4594 0.1939
C 0.6777 -0.0927 0.3858
H 3.6916 2.8102 1.0110
H 3.0065 2.2976 -0.5218
H 1.6450 4.1769 0.5667
H 0.6921 2.6474 0.2366
H 2.4496 0.7723 2.0685
H 3.8915 0.5339 1.1632
H 2.6814 -1.8917 1.2212
H 3.7117 -1.4072 -0.1676
H 2.1626 -2.0632 -0.4747
H 0.3286 0.9413 0.1257
H 0.1642 -0.7900 -0.3314
H 0.4596 -0.2278 1.4745
H -1.5667 3.5915 1.5156
H -1.9093 2.2592 2.0211
O -2.2331 2.9566 1.4254
H -0.7797 -2.3077 2.0102
H 0.7782 -2.3106 1.5364
O 0.0201 -2.8915 1.5527
H -0.1092 -1.9697 -2.2772
H -0.5501 -1.1041 -3.4461
O 0.2244 -1.5819 -3.0806
H -2.4094 -0.1164 -0.2798
H -2.1546 -1.6303 -0.5539
O -2.7613 -1.0439 -0.1579
H -3.4958 0.8913 -1.7964
H -3.7830 -0.5804 -1.5968
O -3.9236 0.1466 -2.2726
H -1.5779 -0.4951 2.5821
H -2.3563 -1.2440 1.5348
O -1.8878 -1.3759 2.3595
H -0.4970 -2.8706 -0.0200
H -1.1883 -3.6640 -1.1926
O -0.8937 -2.7881 -0.9493
H 1.2779 -0.2878 -2.8921
H 2.1241 0.3764 -1.7625
O 1.7773 0.5615 -2.6902
H 0.2219 3.1275 -2.3850
H 0.5423 1.5811 -2.5307
O -0.2074 2.2485 -2.5069
H -2.6208 -0.0371 -3.3942
H -1.4193 0.7892 -3.6942
O -1.8207 -0.0521 -3.9170
H 1.1902 -5.5037 2.1375
H 0.5097 -4.3251 2.4832
O 0.8413 -5.0736 2.8794
H -1.3738 1.7741 -1.3921
H -2.2067 2.0903 -0.0432
O -2.1154 1.4768 -0.8077
H -1.2380 1.2458 3.8173
H -0.1158 1.6519 2.7850
O -1.0167 1.0946 2.9289
*
```

Values from the calculation:
Molecular weight in g/mol: 352.42
HOMO energy in eV: -4.59
LUMO in eV: 2.49
E in Ha: -1644.4957

Here is 2 unconnected molecules or ions with the total composition C42H32N6 at a distorted geometry from the Open Molecules 2025 dataset. Energies are from ωB97M-V/def2-TZVPD.

Structure (ORCA input):
```
! wB97M-V def2-TZVPD RIJCOSX def2/J DEFGRID3
* xyz 0 1
C 5.4892 3.6260 -2.5716
C 5.1777 4.9488 -2.3251
C 3.8732 5.3835 -2.4136
C 2.8500 4.4975 -2.7479
N 1.4634 4.9377 -2.7959
C 0.8602 5.2161 -4.0909
C 0.3903 4.1849 -4.9048
C -0.2443 4.4599 -6.0957
C -0.4122 5.7674 -6.5063
C 0.0680 6.7997 -5.7244
C 0.6982 6.5297 -4.5296
C 0.5983 4.6418 -1.6665
C 0.4402 5.5304 -0.5913
C -0.3330 5.1997 0.4932
C -1.0112 3.9579 0.5764
C -1.7474 3.6454 1.7492
C -2.4568 2.4648 2.0974
C -3.2907 2.4623 3.2437
C -4.0301 1.3612 3.5972
C -4.0148 0.1956 2.8165
N -4.7964 -0.9732 3.1612
C -5.6193 -1.6036 2.1394
C -5.0733 -2.4968 1.2164
C -5.8441 -3.0218 0.2025
C -7.1796 -2.6866 0.1008
C -7.7453 -1.8331 1.0273
C -6.9754 -1.2948 2.0351
C -4.4175 -1.7467 4.3325
C -5.1390 -1.6680 5.5225
C -4.7378 -2.3792 6.6323
C -3.6191 -3.1884 6.5747
C -2.9033 -3.2881 5.3982
C -3.2962 -2.5743 4.2886
C -3.1607 0.1682 1.7085
C -2.3843 1.2465 1.3812
C -0.9106 3.1191 -0.5587
C -0.1123 3.4366 -1.6239
C 3.1839 3.1680 -3.0053
C 4.4893 2.7385 -2.9165
H 6.5095 3.2893 -2.4942
H 5.9572 5.6411 -2.0536
H 3.6206 6.4118 -2.2211
H 0.5258 3.1659 -4.5888
H -0.6229 3.6562 -6.7058
H -0.9164 5.9840 -7.4331
H -0.0613 7.8202 -6.0448
H 1.0703 7.3275 -3.9102
H 0.9371 6.4858 -0.6415
H -0.4469 5.9054 1.2983
H -1.7698 4.4268 2.4919
H -3.3386 3.3504 3.8504
H -4.6580 1.3787 4.4731
H -4.0384 -2.7759 1.3073
H -5.4058 -3.6889 -0.5216
H -7.7801 -3.0875 -0.6986
H -8.7899 -1.5793 0.9549
H -7.4081 -0.6283 2.7611
H -6.0103 -1.0370 5.5577
H -5.2929 -2.2979 7.5521
H -3.3061 -3.7380 7.4466
H -2.0315 -3.9201 5.3545
H -2.7403 -2.6431 3.3700
H -3.0904 -0.7446 1.1420
H -1.6303 1.1150 0.6319
H -1.5248 2.2456 -0.6336
H -0.0106 2.7528 -2.4500
H 2.4027 2.4772 -3.2688
H 4.7338 1.7063 -3.1060
C 0.9456 6.1854 8.0924
N -0.1702 6.6868 8.5918
C -1.2360 6.6505 7.7976
N -1.3683 6.1888 6.5681
C -0.2378 5.6819 6.0695
C 0.9583 5.6636 6.8190
N 1.9334 5.0820 6.0550
C 1.3266 4.7786 4.9203
N 0.0318 5.1136 4.8649
H 1.8384 6.1884 8.6962
H -2.1378 7.0659 8.2336
H 1.8544 4.2973 4.1046
*
```

Values from the calculation:
Molecular weight in g/mol: 620.76
HOMO energy in eV: -6.45
LUMO in eV: -3.20
E in Ha: -1948.0985

Here is 2 unconnected molecules or ions with the total composition H2N4 at a distorted geometry from the Open Molecules 2025 dataset. Energies are from ωB97M-V/def2-TZVPD.

Structure (ORCA input):
```
! wB97M-V def2-TZVPD RIJCOSX def2/J DEFGRID3
* xyz 0 1
N 0.3424 -0.5458 0.7496
N -0.7773 1.2887 -0.9608
N 0.9444 -0.9724 -0.1551
N -0.3267 0.8864 -1.8888
H 0.6213 -0.5364 1.7323
H -0.8041 -0.1205 0.5228
*
```

Values from the calculation:
Molecular weight in g/mol: 58.04
HOMO energy in eV: -8.31
LUMO in eV: 0.96
E in Ha: -220.1456

Here is a molecular structure, C5H8O2 at a distorted geometry from the Open Molecules 2025 dataset. Energies are from ωB97M-V/def2-TZVPD.

Structure (ORCA input):
```
! wB97M-V def2-TZVPD RIJCOSX def2/J DEFGRID3
* xyz 0 1
C 1.7738 -0.0768 0.6212
C 0.7022 0.0644 -0.3821
C 0.0536 -0.9492 -1.0946
C -1.2812 -0.1797 -0.0739
O -1.6548 -0.6221 1.1448
C -1.0253 1.2875 -0.1831
O 0.2895 1.3641 -0.7125
H 2.6630 0.4070 0.2679
H 2.0140 -1.1029 0.8600
H 1.4956 0.4074 1.5374
H -0.3298 -0.7831 -2.0908
H 0.2974 -1.9855 -0.8460
H -2.2240 -1.3790 0.9926
H -1.7173 1.7995 -0.8388
H -1.0567 1.7483 0.7979
*
```

Values from the calculation:
Molecular weight in g/mol: 100.12
HOMO energy in eV: -7.04
LUMO in eV: 0.82
E in Ha: -345.6430